Formula: C25H27N3O2
Source: OMol25
Level of theory: the ωB97M-V functional and the def2-TZVPD basis

- SMILES = Cc1cccc(CN2CCC(C(=O)Nc3ccc(Oc4cccnc4)cc3)CC2)c1
- frontier orbital gap (eV) = 8.80
- HOMO energy (eV) = -8.19
- relative energy (zero: lowest compared OMol25 entry of this formula, charge and spin) (kcal per mole) = 32.9

Last column: natural (NBO) charge in e.
Positions of all 57 atoms, in Å:
C: 7.43803 2.84935 -1.58903  -0.63
C: 6.88320 1.79368 -0.68046  -0.01
C: 5.55086 1.84762 -0.28623  -0.21
C: 5.01062 0.89122 0.55750  -0.03
C: 5.81908 -0.14414 1.01286  -0.17
C: 7.14220 -0.21265 0.62269  -0.21
C: 7.67346 0.75220 -0.21768  -0.23
H: 8.71033 0.69286 -0.51698  0.21
H: 7.76796 -1.02019 0.97470  0.21
H: 5.39267 -0.89295 1.66214  0.21
C: 3.57272 0.96170 0.99487  -0.23
N: 2.92402 -0.33277 0.87750  -0.45
C: 2.80058 -0.73489 -0.51461  -0.24
C: 2.26295 -2.15864 -0.62039  -0.39
H: 2.98337 -2.84512 -0.17268  0.21
H: 2.14252 -2.41280 -1.67396  0.22
C: 0.92362 -2.30796 0.10492  -0.31
C: -0.19645 -1.58221 -0.64158  0.69
O: -0.02536 -0.91519 -1.63571  -0.61
N: -1.41871 -1.79609 -0.06840  -0.60
C: -2.66128 -1.26283 -0.42110  0.14
C: -2.84641 -0.43290 -1.52380  -0.22
C: -4.09861 0.07651 -1.80328  -0.23
C: -5.18474 -0.23293 -0.99361  0.25
C: -5.01092 -1.07978 0.09555  -0.21
C: -3.75803 -1.58424 0.37739  -0.24
H: -3.62988 -2.23975 1.22766  0.21
H: -5.85455 -1.34438 0.71594  0.22
O: -6.41805 0.25242 -1.36509  -0.47
C: -7.28658 0.71248 -0.42229  0.26
C: -8.64064 0.74693 -0.75385  -0.22
C: -9.53694 1.26010 0.16455  -0.24
C: -9.05052 1.72226 1.37921  0.01
N: -7.76688 1.70512 1.69263  -0.40
C: -6.90527 1.21897 0.82092  -0.04
H: -5.86475 1.24310 1.11884  0.21
H: -9.70991 2.12971 2.13296  0.19
H: -10.59167 1.29995 -0.05908  0.22
H: -8.95803 0.37819 -1.71731  0.23
H: -4.24958 0.71979 -2.65564  0.23
H: -2.00758 -0.18711 -2.15215  0.26
H: -1.44243 -2.39993 0.74163  0.40
C: 1.08750 -1.78022 1.53555  -0.40
C: 1.62543 -0.35270 1.51764  -0.22
H: 1.73879 0.00504 2.54532  0.20
H: 0.90252 0.30879 1.00267  0.17
H: 0.14579 -1.80590 2.08835  0.20
H: 1.80701 -2.41324 2.05807  0.22
H: 0.64929 -3.37025 0.13963  0.22
H: 3.79285 -0.68969 -0.96950  0.21
H: 2.13580 -0.05264 -1.06822  0.19
H: 3.54180 1.25288 2.05137  0.21
H: 3.04127 1.73944 0.41632  0.17
H: 4.92675 2.65380 -0.64783  0.20
H: 6.84673 2.91541 -2.50128  0.22
H: 8.46883 2.63147 -1.85671  0.21
H: 7.40522 3.82306 -1.10088  0.22

Atomic forces in eV per Å
0.0 0.0 0.0
0.1 0.0 0.0
0.0 -0.1 0.1
0.0 0.1 0.0
0.0 0.0 0.0
0.0 -0.1 0.1
0.0 0.1 -0.1
0.1 0.0 0.0
0.0 -0.1 0.0
0.0 -0.1 0.1
-0.1 0.0 0.1
0.0 0.1 0.1
0.1 -0.2 -0.2
-0.2 0.2 -0.1
0.0 0.0 0.0
0.0 0.0 0.0
0.3 -0.1 -0.1
0.1 -0.5 0.4
0.0 0.2 -0.3
-0.1 -0.2 0.3
-0.3 0.2 -0.2
0.2 0.0 0.0
-0.5 0.0 0.3
0.5 -0.2 0.1
-0.2 0.1 -0.2
0.1 0.1 -0.1
0.0 -0.1 0.1
0.0 0.0 0.0
-0.1 0.0 -0.2
-0.5 0.3 0.3
0.4 -0.1 0.0
0.1 0.0 0.0
-0.3 0.0 0.0
0.0 0.2 0.4
0.4 -0.2 -0.4
0.1 -0.1 -0.1
-0.1 0.0 0.0
-0.1 0.0 0.0
0.0 0.0 -0.1
0.0 0.1 -0.1
0.0 0.0 0.0
0.1 0.1 -0.2
-0.1 0.2 0.0
-0.1 -0.2 0.2
0.0 0.0 -0.1
0.0 0.0 0.1
0.0 0.0 0.0
0.0 0.0 0.0
0.0 0.1 0.0
-0.1 0.0 0.0
0.1 0.0 0.0
-0.1 0.0 -0.1
0.0 0.0 0.1
-0.1 0.1 -0.1
0.0 0.0 -0.1
0.1 0.0 0.0
0.0 0.1 0.0

=====

Formula: C24H48FN5O11
Source: OMol25
Level of theory: the ωB97M-V functional and the def2-TZVPD basis

- SMILES = CCOCC[C@@]1(O)OC(=O)O[C@@H]1CC(=O)F.CN(C)C=O.CN(C)C=O.CN(C)C=O.CN(C)C=O.CN(C)C=O
- frontier orbital gap (eV) = 9.21
- HOMO energy (eV) = -8.97
- relative energy (zero: lowest compared OMol25 entry of this formula, charge and spin) (kcal per mole) = 5.5

Last column: Löwdin charge in e.
Positions of all 89 atoms, in Å:
C: 2.16005 -2.49095 -2.23435  -0.05
C: 0.73019 -1.99264 -2.07467  -0.27
O: 0.49921 -1.00135 -3.06143  -0.15
C: -0.70919 -0.28258 -2.96730  -0.19
C: -2.00496 -1.10003 -2.78697  -0.04
C: -2.64236 -1.10870 -1.41964  -0.46
O: -1.96660 -1.85553 -0.45641  0.08
O: -2.83394 0.22753 -0.87576  0.12
C: -3.81672 0.11430 0.06160  -0.53
O: -4.04437 0.90624 0.91394  0.18
O: -4.51669 -1.03454 -0.12552  0.09
C: -4.11093 -1.51545 -1.41958  -0.20
C: -4.52854 -2.93138 -1.76747  0.01
C: -3.62356 -4.03590 -1.29670  -0.46
O: -3.07130 -4.81583 -2.00630  0.15
F: -3.51153 -4.11273 0.03282  0.13
H: 2.49653 -3.00306 -1.33606  0.08
H: 2.20036 -3.20014 -3.06326  0.08
H: 2.81665 -1.66236 -2.49854  0.06
H: 0.59726 -1.57842 -1.07015  0.11
H: 0.05413 -2.84034 -2.21657  0.11
H: -0.65991 0.48863 -2.18740  0.12
H: -0.79809 0.22553 -3.92678  0.13
H: -2.75066 -0.65097 -3.44984  0.13
H: -1.87759 -2.12680 -3.13277  0.14
H: -1.29313 -1.29767 -0.04683  0.13
H: -4.61437 -0.84897 -2.12447  0.17
H: -5.53191 -3.11147 -1.37647  0.15
H: -4.55356 -3.00349 -2.85274  0.14
C: -1.03671 -7.40051 -0.19145  -0.35
O: -0.18353 -7.19451 0.64934  0.01
N: -1.77755 -8.52435 -0.26532  -0.20
C: -2.78604 -8.70910 -1.28745  -0.06
C: -1.55006 -9.57115 0.71547  -0.04
H: -1.28628 -6.66707 -0.97593  0.12
H: -3.77012 -8.85087 -0.83490  0.09
H: -2.55538 -9.58180 -1.90255  0.09
H: -2.82076 -7.82918 -1.92683  0.08
H: -1.72695 -9.19315 1.72272  0.09
H: -0.51890 -9.92171 0.66487  0.09
H: -2.22449 -10.40032 0.51654  0.08
C: 2.69428 1.40411 -2.88223  -0.35
O: 3.52904 0.58401 -3.21698  0.01
N: 2.85446 2.73446 -3.00436  -0.19
C: 1.84070 3.67857 -2.57097  -0.05
C: 4.08700 3.23339 -3.58699  -0.05
H: 1.73026 1.12141 -2.43544  0.12
H: 1.50700 4.28807 -3.41472  0.09
H: 2.23665 4.32884 -1.79106  0.07
H: 0.98761 3.14173 -2.16321  0.08
H: 4.20909 2.85328 -4.60177  0.09
H: 4.94819 2.90372 -3.00445  0.08
H: 4.05752 4.32022 -3.60844  0.09
C: 3.11049 3.92225 1.51770  -0.36
O: 2.16912 3.86922 0.74369  0.00
N: 4.31215 3.36539 1.29885  -0.19
C: 5.39367 3.47028 2.26248  -0.06
C: 4.52177 2.63961 0.05763  -0.03
H: 3.04799 4.44504 2.48715  0.14
H: 6.25124 3.97503 1.81484  0.09
H: 5.70415 2.47734 2.59402  0.09
H: 5.07181 4.04770 3.12356  0.06
H: 4.36284 3.30164 -0.79279  0.07
H: 3.81323 1.81451 -0.02066  0.10
H: 5.53536 2.24918 0.03148  0.09
C: -7.31823 -1.48150 4.82738  -0.36
O: -8.10328 -2.40772 4.89496  0.01
N: -6.41950 -1.31249 3.84080  -0.19
C: -5.50613 -0.18545 3.80502  -0.05
C: -6.36801 -2.29943 2.77660  -0.04
H: -7.27955 -0.68275 5.58807  0.13
H: -5.65689 0.40138 2.89934  0.08
H: -4.47211 -0.53524 3.82328  0.09
H: -5.67508 0.45100 4.67136  0.08
H: -7.33056 -2.35513 2.26611  0.09
H: -6.14731 -3.28611 3.18557  0.09
H: -5.59596 -2.01774 2.06543  0.07
C: 5.33426 7.27608 3.87732  -0.34
O: 5.77247 6.15325 4.04613  0.00
N: 5.18134 7.86472 2.67748  -0.19
C: 4.65458 9.20799 2.54010  -0.06
C: 5.55880 7.12574 1.48401  -0.03
H: 5.01932 7.91760 4.71696  0.13
H: 3.74094 9.20112 1.94291  0.09
H: 5.38587 9.85801 2.05604  0.09
H: 4.42508 9.61341 3.52294  0.08
H: 4.97644 6.20722 1.40380  0.07
H: 6.61492 6.85642 1.52324  0.10
H: 5.37531 7.74342 0.60890  0.09

Atomic forces in eV per Å
-0.2 0.0 -0.5
0.6 -0.2 0.0
-0.3 -0.1 -0.1
-0.1 -0.2 0.0
-0.2 0.5 -0.3
-0.2 0.1 0.2
0.0 -0.1 -0.1
0.3 -0.3 0.0
-0.2 0.0 0.3
0.1 0.0 -0.1
0.0 0.0 -0.2
-0.2 0.1 -0.1
0.2 0.1 0.4
0.3 -0.4 -0.3
-0.1 0.3 0.4
-0.2 0.0 -0.1
0.0 0.0 0.1
0.1 0.0 0.0
0.1 0.0 0.3
-0.1 0.1 0.0
-0.2 0.1 0.2
0.1 0.0 0.1
0.1 0.1 0.1
0.0 0.0 -0.1
0.1 -0.1 0.1
0.1 -0.1 -0.1
0.1 -0.1 -0.2
0.0 0.0 0.0
-0.1 -0.1 0.0
0.0 0.2 0.0
0.0 -0.1 0.0
-0.1 -0.1 -0.1
0.1 -0.1 0.1
0.0 0.1 0.0
0.0 0.0 0.0
0.0 0.0 0.0
0.0 0.0 0.0
0.0 0.0 0.0
0.0 0.0 0.0
0.0 0.0 0.0
0.0 0.0 0.0
0.1 0.0 0.1
0.1 0.0 0.0
-0.1 0.2 0.0
0.2 0.1 -0.1
-0.1 -0.1 0.0
0.0 0.0 0.0
0.0 0.0 0.0
-0.1 0.0 0.1
0.0 0.0 0.0
0.0 0.0 0.0
0.0 0.0 0.0
0.0 0.0 0.0
-0.1 0.0 0.1
0.1 0.0 -0.1
0.1 0.0 0.1
0.0 -0.2 -0.1
-0.1 0.1 0.1
0.0 0.0 0.0
0.0 0.0 0.1
0.0 0.0 0.0
0.0 0.1 0.0
0.0 0.0 0.0
0.0 0.0 -0.1
0.0 0.0 0.0
-0.1 0.0 0.1
0.0 0.0 0.0
0.1 0.1 0.0
-0.1 -0.1 -0.1
0.0 0.0 0.1
0.0 0.0 0.0
0.1 0.0 0.0
0.0 0.1 0.0
0.0 0.0 0.0
0.0 0.0 0.0
0.0 0.0 0.0
0.0 0.0 0.0
0.0 0.0 0.1
0.0 0.0 -0.1
0.0 0.1 -0.1
0.0 -0.1 -0.1
0.0 0.0 0.1
0.0 0.0 0.0
0.0 0.0 0.0
0.0 0.0 0.0
0.0 0.0 0.0
0.0 0.0 0.0
0.0 0.0 0.0
0.0 0.0 0.0

=====

Formula: C5H10O2
Source: OMol25
Level of theory: the ωB97M-V functional and the def2-TZVPD basis

- SMILES = CC[C@@H](O)CC=O
- frontier orbital gap (eV) = 10.34
- HOMO energy (eV) = -9.35
- relative energy (zero: lowest compared OMol25 entry of this formula, charge and spin) (kcal per mole) = 83.2

Last column: natural (NBO) charge in e.
Positions of all 17 atoms, in Å:
C: 0.43281 0.93555 -2.25149  -0.61
C: 1.23347 0.57110 -0.96196  -0.41
C: 0.21729 0.36375 0.27296  0.10
O: -0.82226 -0.42876 -0.30171  -0.76
C: 0.08199 -0.70157 1.57616  -0.49
C: -1.31328 -1.26548 2.13021  0.45
O: -2.44377 -1.01518 1.78755  -0.54
H: 1.07249 0.91889 -3.14792  0.21
H: -0.37760 0.22292 -2.41714  0.24
H: -0.00960 1.93974 -2.19989  0.20
H: 1.79055 -0.34510 -1.16746  0.20
H: 1.98341 1.36760 -0.81278  0.21
H: -0.11962 1.41834 0.45592  0.16
H: -1.63234 -0.20191 0.16543  0.48
H: 0.43389 -0.22547 2.47226  0.20
H: 0.65092 -1.62071 1.36812  0.23
H: -1.17835 -1.93369 3.03174  0.12

Atomic forces in eV per Å
0.0 -0.1 0.3
0.0 -0.4 0.6
-1.7 -1.4 0.0
-1.4 0.8 -2.7
1.2 1.1 0.3
0.3 0.8 -0.4
0.8 0.1 -0.1
0.0 0.0 0.5
0.2 0.1 0.0
0.1 -0.2 0.1
0.0 -0.1 0.1
-0.4 -0.4 0.5
0.0 -0.9 0.6
-0.3 -0.3 -0.1
0.8 -0.1 0.9
0.1 0.5 0.1
0.3 0.4 -0.6